Computed, not measured: a cluster of 18 separate species, BF4H34O17 in total in a non-equilibrium geometry, with ωB97M-V with the def2-TZVPD basis set.

As for the calculated total energy: -46915.059 eV. Its frontier orbital gap is 7.33 eV. Its HOMO energy is -5.4 eV. The energy above the lowest of the compared OMol25 structures with the same formula, charge and spin is 30.6 kcal/mol.

```
! wB97M-V def2-TZVPD RIJCOSX def2/J DEFGRID3
* xyz -1 1
H 2.405 0.294 -2.240
H -1.342 3.158 1.225
F 0.336 -0.726 0.847
H -1.760 -3.101 -0.042
H 2.228 -1.651 2.556
H 1.665 -2.363 -0.362
H 2.184 -3.576 0.351
H -2.123 -1.373 -2.972
O -2.664 -0.958 0.592
H 3.432 -2.541 2.661
H 3.100 0.566 -3.579
O -2.140 3.368 1.673
O 1.355 -3.201 0.059
O 2.500 -2.519 2.811
O 0.424 -0.548 -4.376
H 1.090 1.888 -2.837
O 2.725 1.009 -2.812
F -0.042 -0.113 -1.284
H -0.385 -1.709 2.751
O 0.069 3.765 -0.059
H 0.047 -0.251 -3.546
O -0.668 -2.529 -2.248
H -2.319 1.216 -2.363
H 1.050 0.609 2.947
H -0.398 -1.717 -1.888
H -0.305 -3.225 -1.713
H 3.544 0.638 2.351
H -1.830 -0.881 0.165
H -1.187 -2.682 2.072
F 1.404 1.082 0.069
O 3.344 0.034 1.661
H 2.678 0.477 1.130
H -0.403 4.583 -0.326
H -0.325 -3.501 0.456
O -2.461 1.780 -1.607
H -1.822 1.299 3.208
H 0.769 2.593 1.376
H -0.188 2.336 -3.584
H -1.590 1.659 -1.253
O 0.313 2.467 -2.754
O -1.279 -1.966 2.780
O -2.461 -0.450 -3.002
H -1.883 0.454 1.862
H -2.676 2.653 1.546
H 1.836 2.784 2.414
H -2.874 -0.544 -3.855
H 0.941 -1.321 -4.218
H 1.019 -0.043 4.422
O 0.911 2.518 2.330
O -2.216 0.502 2.800
F -0.743 1.161 0.554
B 0.249 0.363 0.019
H -3.290 -1.320 -0.085
H 0.186 3.224 -0.849
O -1.236 -3.498 0.680
O 0.808 -0.176 3.486
*
```

=====

Computed, not measured: a cluster of 2 separate species, C3H9NO2 in total in a non-equilibrium geometry, with ωB97M-V with the def2-TZVPD basis set.

As for the calculated total energy: -8841.608 eV. Its SMILES is NC=O.CCO. Its frontier orbital gap is 10.89 eV. Its HOMO energy is -10.1 eV. The energy above the lowest of the compared OMol25 structures with the same formula, charge and spin is 31.1 kcal/mol.

```
! wB97M-V def2-TZVPD RIJCOSX def2/J DEFGRID3
* xyz 0 1
H -1.412 1.941 3.031
C 1.024 -3.539 -1.849
O 0.040 -4.234 -1.927
N 1.594 -2.902 -2.899
H 0.607 2.862 1.461
H 1.104 -2.928 -3.781
H -0.715 0.428 0.920
H 2.342 -2.235 -2.848
H 1.572 -3.318 -0.898
C -1.519 2.550 2.131
H -0.596 2.439 0.205
C -0.277 2.283 1.250
O 0.087 0.858 1.245
H -1.456 3.612 2.368
H -2.394 2.183 1.592
*
```

=====

Computed, not measured: a structure of composition C31H45O3Tm in a non-equilibrium geometry, with ωB97M-V with the def2-TZVPD basis set.

As for the calculated total energy: -68548.660 eV. As for the expectation value of S²: 2.002. Its frontier orbital gap (spin up / spin down) is 7.03 / 7.04 eV. Its HOMO energy (spin up / spin down) is -6.8 / -6.8 eV. The energy above the lowest of the compared OMol25 structures with the same formula, charge and spin is 0.4 kcal/mol.

```
! wB97M-V def2-TZVPD RIJCOSX def2/J DEFGRID3
* xyz 0 3
C 0.747 1.365 -3.436
C -2.167 0.394 2.063
C 0.155 0.934 4.693
O 0.401 -0.514 2.092
H -3.081 2.190 -0.602
C 1.022 -1.216 5.626
O -0.261 -0.479 -4.918
H 1.537 -4.284 4.252
C 0.813 -3.303 1.851
C 0.598 2.654 1.695
H 0.665 -0.785 -2.853
H -0.308 3.567 -2.471
C -2.334 1.665 1.439
H 1.032 -0.704 6.594
Tm -0.256 0.620 0.453
C -0.151 -0.075 -7.350
C -0.790 1.532 -3.023
C -1.172 2.943 -2.683
C 0.809 -1.208 -6.981
H 2.316 1.454 2.495
C 1.367 -2.561 5.546
C 0.937 -2.542 3.165
C -2.000 0.920 -3.679
H 0.356 0.747 -7.861
C -1.052 1.008 5.635
H -1.883 2.987 -1.853
H -0.465 3.819 0.101
H -0.149 1.317 3.714
H 0.558 -2.591 1.055
H -2.399 -1.695 1.273
H 2.421 -4.717 2.236
H 0.627 -2.099 -7.578
H 1.084 1.136 -4.442
H -0.434 -4.826 0.953
H -2.292 2.633 1.937
C 0.313 3.106 0.374
C -2.706 1.433 0.083
H 1.834 -0.883 -7.151
H 2.160 1.777 4.603
H -0.463 1.449 -5.834
H 1.326 2.228 -3.078
H 3.137 1.321 -0.062
C 1.762 1.826 1.635
H -2.064 0.233 3.133
H -0.762 0.715 6.653
H -1.824 0.345 -6.090
H -3.039 -0.474 -1.054
C 0.647 -1.153 3.219
C 0.779 0.216 -2.428
H -2.308 1.467 -4.575
H -1.437 2.036 5.667
C -2.720 0.024 -0.140
C -0.309 -4.342 1.928
H -1.869 -0.133 -3.920
H 1.568 1.464 6.246
H -0.081 -5.110 2.676
H 1.541 2.964 -1.480
H 1.659 -3.105 6.442
C 0.624 -0.506 4.498
H -0.991 -0.409 -7.971
C 1.334 2.602 -0.479
H -1.861 0.344 5.307
C 0.606 -1.482 -5.474
C -2.382 -0.622 1.083
H -1.260 -3.874 2.205
H 1.592 0.237 -1.676
C 2.142 -3.968 1.487
H 2.943 -3.222 1.439
H 2.063 -4.455 0.510
O -0.529 0.641 -1.878
C 2.210 1.781 0.287
C 1.276 1.810 5.247
H 0.114 3.006 2.606
H 0.157 -2.475 -5.309
H -2.844 0.980 -2.983
H 1.582 -1.460 -4.970
C 1.308 -3.216 4.321
C -0.726 0.388 -6.002
H 0.936 2.849 5.324
H -1.685 3.365 -3.556
*
```

=====

Computed, not measured: a structure of composition C21H14I2N6O3RhS2, with ωB97M-V with the def2-TZVPD basis set.

As for the calculated total energy: -77968.046 eV. As for the expectation value of S²: 6.016. Its frontier orbital gap (spin up / spin down) is 7.25 / 5.08 eV. Its HOMO energy (spin up / spin down) is -5.4 / -5.5 eV. The energy above the lowest of the compared OMol25 structures with the same formula, charge and spin is 5.4 kcal/mol.

```
! wB97M-V def2-TZVPD RIJCOSX def2/J DEFGRID3
* xyz -1 5
C 0.158 2.608 -3.995
C -0.928 1.605 -4.448
N -3.262 0.946 1.291
H -0.570 0.987 -5.271
C 0.859 -2.101 1.092
C 0.319 2.311 -2.505
H -4.192 0.859 1.657
C 3.051 -0.354 4.094
S 0.673 1.592 3.783
C 1.760 -3.781 2.588
C 2.642 -3.486 0.255
O -0.042 0.929 -2.365
C 1.650 -1.758 -1.059
Rh -0.159 0.513 0.096
C -3.026 1.660 0.172
N 4.483 -0.379 0.936
C 2.834 0.249 2.817
C -1.194 0.756 -3.198
S 1.467 1.864 1.069
H 1.572 -1.181 -1.973
C -0.032 -2.350 3.317
N -6.509 2.131 0.371
I 3.107 -5.326 3.049
C 2.579 -2.794 -0.921
C 1.800 1.125 2.619
N 3.224 -0.833 5.128
O -1.844 1.769 -0.290
H 1.094 2.436 -4.525
C -0.073 -1.652 2.106
C -4.100 2.282 -0.509
C -3.842 2.968 -1.720
O -0.867 -0.670 1.875
C -5.427 2.194 -0.033
H 1.335 2.427 -2.130
H 3.250 -3.021 -1.738
C 1.773 -3.159 1.319
H -0.364 2.925 -1.911
H 3.368 -4.276 0.387
C 0.878 -3.383 3.559
N 0.820 -1.430 -0.092
N -3.635 3.525 -2.713
H -2.503 0.438 1.729
H -1.840 2.108 -4.764
C 3.741 -0.088 1.769
I -1.393 -1.772 4.789
H -0.147 3.640 -4.158
H 0.894 -3.859 4.530
H -1.301 -0.308 -3.403
H -2.082 1.118 -2.677
*
```

=====

Computed, not measured: an isolated molecule of C6H11N in a non-equilibrium geometry, with ωB97M-V with the def2-TZVPD basis set.

As for the calculated total energy: -7888.813 eV. Its SMILES is C=N/C=C/CCC. Its frontier orbital gap is 9.85 eV. Its HOMO energy is -8.8 eV. The energy above the lowest of the compared OMol25 structures with the same formula, charge and spin is 39.6 kcal/mol.

```
! wB97M-V def2-TZVPD RIJCOSX def2/J DEFGRID3
* xyz 0 1
H 1.044 -0.130 -4.382
H 0.468 -1.779 1.559
H 1.170 -1.777 -0.656
H 0.190 1.799 1.422
H -0.972 -0.433 2.629
C -0.088 -0.175 -1.245
H -1.447 1.959 0.916
C -0.817 1.461 1.649
C 0.369 -0.783 1.122
H 1.214 -0.217 1.535
C 0.557 -0.929 -0.371
C -0.909 -0.075 1.612
H -1.087 1.787 2.646
N -0.048 -0.176 -2.626
C 1.013 -0.224 -3.300
H -1.791 -0.474 1.121
H 1.992 -0.298 -2.808
H -0.857 0.462 -0.821
*
```

=====

Computed, not measured: an isolated molecule of C5H12O, with ωB97M-V with the def2-TZVPD basis set.

As for the calculated total energy: -7426.511 eV. Its SMILES is CCCCOC. Its frontier orbital gap is 10.85 eV. Its HOMO energy is -9.7 eV. The energy above the lowest of the compared OMol25 structures with the same formula, charge and spin is 18.5 kcal/mol.

```
! wB97M-V def2-TZVPD RIJCOSX def2/J DEFGRID3
* xyz 0 1
H -1.977 -0.406 -3.106
H 0.224 1.719 0.623
H 1.168 1.419 -1.470
C -1.314 -0.502 -2.244
H -1.929 -0.680 -1.344
H -0.816 -0.372 2.725
C 0.264 -0.218 2.607
C 0.679 -0.330 1.144
C 0.022 0.710 0.240
H -1.067 0.589 0.273
H 0.431 -1.332 0.768
H -0.668 -1.388 -2.393
H 1.039 -0.341 -1.374
H 0.502 0.774 3.009
O -0.557 0.680 -2.168
C 0.485 0.602 -1.223
H 1.771 -0.239 1.063
H 0.776 -0.966 3.222
*
```